52
Properties=species:S:1:pos:R:3:forces:R:3 method="wB97M-V/def2-TZVPD" smiles="C=C(C)C(=C)CC.O.O.O.O.O.O.O.O.O.O.O" e_above_lowest_kcal_mol=37.94 total_charge=0 multiplicity=1
C -1.5268 -2.7614 -0.7669 1.5 0.0 1.3
C -2.6755 -2.5010 -1.7073 -1.0 -1.5 -1.2
C -3.2473 -1.1137 -1.6786 0.5 1.1 1.1
C -4.1733 -0.7576 -0.7883 -0.8 -0.1 -0.4
C -2.3716 1.2413 -1.9742 -0.1 -0.5 1.8
C -2.5067 -0.0141 -2.3909 0.5 -0.7 -1.8
C -1.9529 -0.3868 -3.7740 -0.5 -0.5 0.9
H -0.5606 -3.0302 -1.2101 -0.3 -0.1 -0.5
H -1.6955 -3.5291 -0.0060 -0.4 -0.2 -0.4
H -1.2405 -1.9294 -0.1180 -0.4 0.4 -0.3
H -2.4549 -2.8596 -2.7175 0.7 0.7 -0.2
H -3.4489 -3.2724 -1.6029 -0.4 0.5 1.0
H -4.7373 -1.4321 -0.1572 0.3 -0.4 -0.1
H -4.5134 0.2656 -0.6773 0.1 0.1 -0.2
H -2.7234 1.4106 -0.9578 -0.1 0.4 -0.1
H -1.8487 2.0725 -2.4209 0.0 -0.2 -0.6
H -1.7195 -1.4469 -3.8366 0.1 0.0 0.1
H -2.7748 -0.2563 -4.4792 0.4 0.4 -0.4
H -1.0260 0.1368 -3.9733 -0.2 0.4 -0.5
H -2.1630 2.6115 3.7397 -0.3 0.6 0.2
H -1.8389 2.2480 2.3780 -0.2 0.3 -0.5
O -2.0118 3.0532 2.8903 0.2 -1.1 0.3
H 0.7453 1.5811 -0.6942 -0.7 -0.1 -0.9
H -0.0419 3.0363 -0.4742 0.0 -0.4 -0.8
O 0.4949 2.3249 -0.1242 0.1 0.2 1.5
H 0.8109 0.2512 1.5546 -0.5 0.3 -0.1
H 0.9198 -1.1618 1.9448 -0.6 -0.5 0.0
O 0.2905 -0.5659 1.5024 0.9 0.2 0.3
H 2.9424 1.7964 2.9828 -0.3 0.2 0.0
H 3.5550 0.4304 3.1089 0.3 0.0 -0.1
O 3.7197 1.2955 2.7162 -0.1 -0.2 0.0
H -2.7268 0.4198 1.0090 0.2 -0.1 -0.1
H -1.6869 -0.4896 1.7390 0.2 0.2 -0.2
O -2.6227 -0.3865 1.5184 -0.2 0.0 0.6
H 4.7024 -1.9165 0.2814 -0.1 -0.1 0.0
H 4.9908 -0.6029 0.9025 -0.3 0.1 0.1
O 4.7485 -1.5051 1.1495 0.2 -0.3 0.3
H 2.6904 -1.9837 2.1361 0.5 0.0 0.3
H 2.4997 -3.4433 2.1944 -0.2 -0.2 0.3
O 2.2556 -2.6519 2.6911 0.0 0.3 -0.7
H 0.1618 2.3994 3.2963 0.2 0.2 0.3
H 0.4105 2.4540 1.8354 0.6 0.1 -0.2
O 0.8929 2.3452 2.6705 -0.4 -0.2 -0.1
H 4.3784 0.4070 -1.5307 0.4 -0.4 0.2
H 3.3467 0.9610 -0.6888 0.4 -0.1 0.7
O 3.9795 0.2025 -0.6710 -0.6 0.5 -1.4
H 0.1529 -0.3252 -1.7337 0.2 -0.7 0.2
H 1.7257 -0.6501 -1.4508 -0.4 -0.4 0.2
O 1.0582 -0.0044 -1.6969 0.2 1.3 -0.2
H 2.1897 2.6585 -0.1112 0.4 0.4 -0.8
H 3.4812 2.6667 0.5427 0.7 0.0 -0.4
O 3.1464 2.7078 -0.3710 -1.0 0.0 1.3

7
Properties=species:S:1:pos:R:3:forces:R:3 method="wB97M-V/def2-TZVPD" smiles=c1nnco1 e_above_lowest_kcal_mol=48.53 total_charge=0 multiplicity=1
C 0.9606 -0.0075 -0.6504 -4.2 -2.3 6.1
C -1.0929 0.3235 0.1136 2.8 -1.6 1.9
H 1.8500 0.2590 -1.0650 2.0 0.4 -1.8
H -2.0737 0.8620 -0.0489 1.3 -1.2 0.7
N 0.8518 -0.6321 0.5317 -0.3 0.9 -0.2
N -0.4512 -0.4114 1.1299 -0.3 2.1 -5.5
O -0.2234 0.5359 -0.9121 -1.2 1.5 -1.3

20
Properties=species:S:1:pos:R:3:forces:R:3 method="wB97M-V/def2-TZVPD" e_above_lowest_kcal_mol=163.92 total_charge=0 multiplicity=1
C 1.2587 -0.7709 -0.2976 -0.4 -0.5 0.8
C -0.9201 -0.7059 -1.6403 -0.1 -0.1 0.2
C 2.1423 0.2372 0.3986 -0.4 0.3 -0.2
O 0.0901 0.1228 -1.0547 -0.4 1.4 1.5
O 0.6846 -1.6895 0.4712 -0.4 0.6 -0.3
H -0.0406 -1.1518 1.1445 0.1 0.4 0.1
H 1.7620 -1.2340 -1.1557 -0.3 0.2 -0.2
H -1.5578 -0.0721 -2.2569 0.1 0.0 0.0
H -1.5072 -1.1952 -0.8630 0.0 0.0 0.0
H -0.4383 -1.4573 -2.2675 0.0 0.1 0.1
H 1.6521 0.6038 1.3003 0.0 0.0 0.0
H 2.3814 1.0658 -0.2691 0.1 0.0 0.0
H 3.0686 -0.2591 0.6922 -0.1 -0.1 -0.1
C -0.7750 1.4947 -0.1756 0.7 -0.8 -2.0
O -0.7154 -0.0714 1.7104 0.8 -0.6 0.0
O -2.1305 -0.2105 1.8880 -0.3 0.0 -0.1
H -2.2550 0.1129 2.7894 0.1 -0.1 -0.1
H -0.1318 1.9812 0.5411 0.2 -0.4 0.0
H -0.8126 1.9853 -1.1424 0.0 0.3 0.1
H -1.7555 1.2139 0.1871 0.2 -0.6 0.2

53
Properties=species:S:1:pos:R:3:forces:R:3 method="wB97M-V/def2-TZVPD" smiles=CCc1ccc(CN(C)C[C@@H](O)COc2cccc3ccccc23)cc1 e_above_lowest_kcal_mol=29.67 total_charge=0 multiplicity=1
C -5.9936 -2.8935 -0.2865 -0.1 0.1 -0.1
H -5.1276 -3.4541 -0.6315 0.1 -0.1 0.0
H -6.8934 -3.3865 -0.6476 -0.1 -0.1 0.0
H -6.0002 -2.9107 0.8011 0.0 0.0 0.1
C -5.9308 -1.4518 -0.7950 0.1 -0.2 0.1
C -4.6893 -0.7715 -0.2937 -0.1 0.1 0.0
C -3.5035 -0.8320 -1.0150 0.0 0.0 0.0
C -2.3500 -0.2419 -0.5352 0.0 0.0 0.1
C -2.3490 0.4300 0.6813 -0.1 0.0 0.1
C -3.5338 0.4919 1.4022 0.1 0.0 0.0
C -4.6864 -0.1042 0.9233 0.0 -0.1 -0.1
H -5.5984 -0.0437 1.5004 -0.1 0.0 0.0
H -3.5563 1.0122 2.3497 0.0 0.1 0.1
C -1.0934 1.0639 1.2162 0.1 0.0 -0.1
N -0.4184 1.9011 0.2254 0.0 0.0 0.1
C -1.2915 2.9754 -0.2123 0.0 0.0 -0.1
H -2.2437 2.5502 -0.5241 0.0 0.1 -0.1
H -0.8490 3.4851 -1.0654 -0.1 0.1 0.0
H -1.4783 3.7118 0.5838 0.0 0.0 0.0
C 0.8283 2.4066 0.7787 0.2 0.2 -0.1
H 0.6472 3.1296 1.5943 0.0 -0.1 0.0
C 1.7327 3.1025 -0.2530 -0.2 -0.5 -0.2
O 2.8762 3.6191 0.3828 0.3 0.1 0.2
H 3.4939 2.8848 0.5059 -0.1 0.1 0.0
C 2.1543 2.1664 -1.4020 -0.4 0.7 -0.1
O 3.1352 1.2464 -0.9675 0.2 -0.3 0.2
C 2.8118 -0.0246 -0.5854 -0.2 -0.2 0.0
C 1.5452 -0.5505 -0.5531 0.2 0.5 -0.2
C 1.3357 -1.8756 -0.1444 0.2 -0.4 0.1
C 2.3798 -2.6713 0.2285 -0.3 0.0 0.0
C 3.6976 -2.1674 0.2075 0.0 0.3 -0.1
C 4.8036 -2.9563 0.5862 0.2 0.0 0.0
C 6.0725 -2.4494 0.5582 -0.1 -0.2 0.1
C 6.2954 -1.1272 0.1481 0.0 0.2 -0.1
C 5.2452 -0.3347 -0.2248 0.2 0.1 0.0
C 3.9263 -0.8301 -0.2044 -0.1 -0.1 0.0
H 5.4092 0.6821 -0.5470 0.1 0.1 0.0
H 7.3033 -0.7394 0.1281 0.1 0.1 0.0
H 6.9120 -3.0637 0.8502 0.0 -0.1 0.0
H 4.6257 -3.9753 0.8998 0.0 -0.1 0.0
H 2.2147 -3.6905 0.5455 0.0 -0.1 0.0
H 0.3235 -2.2536 -0.1247 -0.1 -0.1 0.0
H 0.6914 0.0534 -0.8113 -0.1 0.1 0.0
H 1.2815 1.6798 -1.8393 0.1 -0.1 0.0
H 2.6549 2.7649 -2.1706 -0.1 -0.1 0.1
H 1.2178 3.9697 -0.6769 0.0 -0.1 -0.1
H 1.3815 1.5625 1.2025 0.0 0.0 0.0
H -0.3948 0.2704 1.5053 0.0 0.1 0.1
H -1.3371 1.6437 2.1240 0.0 -0.1 0.0
H -1.4419 -0.2920 -1.1151 0.1 0.0 -0.1
H -3.4850 -1.3465 -1.9655 0.0 -0.1 -0.1
H -6.8145 -0.9105 -0.4507 0.0 0.0 -0.1
H -5.9363 -1.4552 -1.8870 -0.1 0.1 0.0

11
Properties=species:S:1:pos:R:3:forces:R:3 method="wB97M-V/def2-TZVPD" smiles="C1=CCC=C1" e_above_lowest_kcal_mol=11.83 total_charge=0 multiplicity=1
C 0.8938 -0.6589 -0.0059 2.7 1.1 -0.3
C -0.4986 -1.0646 -0.0318 -0.9 0.8 0.2
C -1.3306 -0.0097 -0.0630 -0.3 0.1 0.4
C -0.5078 1.1754 0.0135 2.5 1.3 -0.6
C 0.8389 0.8893 -0.0792 -2.2 -2.0 0.4
H 1.4081 -0.8541 1.0134 -0.7 -0.2 -1.6
H 1.5007 -1.1269 -0.8811 -0.8 0.6 1.6
H -0.7595 -2.0557 0.0919 -0.7 -1.9 -0.1
H -2.4366 0.0488 -0.0807 0.9 -0.4 0.1
H -0.8552 2.1901 0.1262 -0.3 0.1 -0.2
H 1.7469 1.4663 -0.1033 -0.3 0.4 0.1

49
Properties=species:S:1:pos:R:3:forces:R:3 method="wB97M-V/def2-TZVPD" smiles="CN(c1ccc(C(=O)N2CCN(c3ccc(F)cc3)CC2)cc1)S(C)(=O)=O" e_above_lowest_kcal_mol=49.70 total_charge=0 multiplicity=1
C 4.3147 1.9682 1.0263 0.3 0.2 0.3
N 3.7460 1.0309 0.0881 0.9 -0.6 -0.2
C 2.4148 1.1339 -0.2859 -0.7 -0.2 -0.3
C 1.8336 0.1955 -1.1435 -0.2 0.0 -0.1
C 0.4982 0.2785 -1.4677 -0.1 0.2 0.1
C -0.3165 1.2832 -0.9487 0.4 0.0 -0.1
C 0.2719 2.2560 -0.1501 -0.1 -0.2 -0.2
C 1.6118 2.1800 0.1818 0.3 0.0 0.1
H 2.0302 2.9564 0.8005 0.1 0.1 0.1
H -0.3053 3.1020 0.1948 -0.1 0.0 0.1
C -1.7428 1.2492 -1.3613 -0.1 0.2 0.0
O -2.0526 0.9504 -2.5018 0.0 -0.2 -0.2
N -2.7078 1.5515 -0.4372 -0.1 0.2 -0.1
C -2.5338 1.5432 0.9991 0.1 0.0 0.3
H -1.4754 1.4488 1.2348 -0.2 0.0 0.0
C -3.3264 0.3427 1.5746 0.1 0.0 0.0
N -3.3794 -0.7137 0.5878 -0.4 0.1 0.3
C -2.2246 -1.4390 0.3277 0.3 -0.3 0.0
C -2.1849 -2.3919 -0.6998 -0.1 0.2 0.0
C -1.0477 -3.1287 -0.9601 0.3 0.0 0.1
C 0.0731 -2.9452 -0.1736 -0.1 0.1 0.2
C 0.0569 -2.0598 0.8837 0.1 -0.3 -0.2
C -1.0805 -1.3172 1.1281 -0.2 0.1 0.0
H -1.0495 -0.6377 1.9626 0.0 0.1 0.1
H 0.9280 -1.9457 1.5100 0.1 0.0 0.0
F 1.2060 -3.6464 -0.4312 0.0 0.0 0.0
H -1.0279 -3.8447 -1.7661 0.0 -0.1 -0.1
H -3.0549 -2.5761 -1.3084 -0.1 0.0 0.0
C -4.2626 -0.3118 -0.4974 -0.1 0.0 -0.1
H -5.2998 -0.5079 -0.2043 0.0 0.0 -0.1
C -4.0637 1.1932 -0.8075 -0.1 0.0 -0.3
H -4.1928 1.3808 -1.8728 -0.1 0.0 0.2
H -4.7542 1.8225 -0.2421 0.0 0.0 0.0
H -4.0363 -0.8830 -1.3933 0.0 0.0 0.1
H -4.3581 0.6310 1.7915 0.1 0.0 0.0
H -2.8864 -0.0168 2.5038 -0.1 0.1 0.0
H -2.9089 2.4848 1.4174 0.1 -0.1 0.1
H 0.0585 -0.4465 -2.1350 0.0 -0.1 -0.1
H 2.4388 -0.5717 -1.5921 -0.1 -0.1 -0.1
S 4.7320 -0.2493 -0.4065 -0.1 -0.3 0.4
O 4.6005 -0.4670 -1.8115 -0.3 0.0 -0.1
O 6.0401 0.0233 0.1078 0.0 0.0 0.3
C 4.0764 -1.6731 0.4960 0.3 0.7 -0.5
H 4.7498 -2.4998 0.3079 0.1 -0.1 -0.1
H 3.0837 -1.9118 0.1411 -0.2 0.0 -0.1
H 4.0774 -1.4182 1.5475 0.0 0.1 0.2
H 4.2997 2.9831 0.6240 0.0 0.0 0.0
H 3.7825 1.9442 1.9812 0.0 0.0 0.0
H 5.3482 1.6697 1.1795 -0.1 0.2 0.1

Number 1: DFT total energy -30332.21146 eV. Number 2: DFT total energy -7131.73916 eV. Number 3: DFT total energy -12525.98388 eV. Number 4: DFT total energy -29874.37224 eV. Number 5: DFT total energy -5280.68591 eV. Number 6: DFT total energy -44225.32299 eV.